This record from the OMol25 dataset describes C18H29AgAsF6NO11 as an isolated structure. The level of theory is the ωB97M-V functional and the def2-TZVPD basis.

As for the LUMO energy: -0.48 eV. For the HOMO energy, the calculation gives -9.93 eV. The gap between HOMO and LUMO comes out at 0.347 Ha. For the energy above the lowest of the compared OMol25 structures with the same formula, charge and spin, the calculation gives 25.8 kcal per mole. The value obtained for the calculated total energy is -4567.65182 a.u.

```
67
Properties=species:S:1:pos:R:3:lowdin_charge:R:1
Ag 1.3503 0.1620 0.1640 0.799
As 2.9164 -3.2616 -0.7534 0.762
F 2.6790 -1.5038 -0.6038 -0.337
F 1.1743 -3.3476 -1.0134 -0.277
F 3.0703 -4.9778 -0.8977 -0.244
F 4.6296 -3.0784 -0.4651 -0.255
F 2.6504 -3.4305 0.9486 -0.256
F 3.1549 -2.9868 -2.4808 -0.266
C -3.9036 -3.2468 -2.5464 -0.083
C -2.8318 -3.6992 -1.8216 -0.063
C -2.2631 -2.8657 -0.8709 0.014
C -2.7784 -1.5884 -0.6761 -0.137
C -3.8981 -1.1459 -1.3840 -0.004
C -4.4601 -1.9868 -2.3257 -0.073
N -2.1091 -0.6249 0.1894 -0.312
O -2.7909 0.1378 0.8421 0.092
O -0.8909 -0.6573 0.2487 0.021
H -4.3049 -3.8991 -3.3143 0.109
H -2.4504 -4.6961 -1.9906 0.117
H -1.3822 -3.2025 -0.3375 0.117
H -4.3278 -0.1696 -1.2112 0.120
H -5.3584 -1.6605 -2.8311 0.108
C 4.0058 -0.9162 5.3322 -0.064
C 3.1179 -0.5981 4.1570 -0.191
O 1.8264 -1.1716 4.4774 0.047
C 0.8607 -0.8943 3.6226 -0.576
O 0.9737 -0.4940 2.4975 0.075
O -0.3052 -0.9678 4.2966 -0.002
C -1.4458 -0.2100 3.9161 -0.030
H 3.5350 -0.5509 6.2462 0.080
H 5.0290 -0.5369 5.3619 0.080
H 4.1890 -1.9896 5.4083 0.084
H 3.5169 -1.0392 3.2433 0.128
H 2.9262 0.4572 3.9623 0.123
H -1.2822 0.2288 2.9301 0.066
H -1.6692 0.5378 4.6770 0.093
H -2.2654 -0.9287 3.8910 0.098
C -2.4196 -0.0932 -5.3271 -0.055
C -1.2887 -0.7680 -4.5785 -0.202
O -0.7890 0.1392 -3.5828 0.045
C 0.4925 0.1643 -3.2276 -0.608
O 0.8621 0.7814 -2.2627 0.076
O 1.2713 -0.4549 -4.0759 -0.004
C 2.6775 -0.1978 -4.1405 0.001
H -2.0915 0.8887 -5.6717 0.084
H -3.3678 -0.1194 -4.8071 0.065
H -2.4752 -0.6015 -6.2962 0.080
H -0.4665 -0.9962 -5.2587 0.119
H -1.5593 -1.7288 -4.1425 0.120
H 2.9225 0.7013 -3.5783 0.098
H 2.9966 -0.2291 -5.1760 0.097
H 3.1472 -1.0308 -3.6144 0.077
C 0.7765 4.9062 3.6682 -0.057
C 0.1474 3.7010 3.0146 -0.192
O -0.1267 4.0897 1.6553 0.034
C -0.2183 3.1597 0.7337 -0.597
O 0.1318 2.0223 0.8335 0.079
O -0.7586 3.6389 -0.3793 0.023
C -0.9120 5.0258 -0.6386 -0.031
H 0.1194 5.7638 3.7710 0.080
H 1.6806 5.2028 3.1295 0.084
H 1.2484 4.6351 4.6172 0.082
H -0.7515 3.2836 3.4803 0.130
H 0.7512 2.7889 3.0662 0.117
H -1.4181 5.1114 -1.5934 0.097
H 0.0521 5.5337 -0.6488 0.101
H -1.5227 5.4847 0.1415 0.096
```


This record from the OMol25 dataset describes a single C24H29N3O3 molecule. The level of theory is the ωB97M-V functional and the def2-TZVPD basis.

As for the LUMO energy: 0.48 eV. For the HOMO energy, the calculation gives -7.98 eV. The gap between HOMO and LUMO comes out at 0.311 Ha. As for the SMILES: OCCN(C[C@@H](O)Cn1ccc2ccccc21)C[C@H](O)Cn1ccc2ccccc21. For the energy above the lowest of the compared OMol25 structures with the same formula, charge and spin, the calculation gives 70.8 kcal per mole. The value obtained for the calculated total energy is -1321.93188 a.u.

```
59
Properties=species:S:1:pos:R:3:lowdin_charge:R:1
O 0.6008 -0.8422 -3.8793 -0.064
H 1.1489 -0.4412 -3.1797 0.049
C -0.5293 -1.4173 -3.2859 -0.253
C -0.1910 -2.1444 -1.9765 -0.156
N 0.3187 -1.2067 -1.0041 -0.175
C -0.6445 -0.4225 -0.2793 -0.111
C -0.4730 1.0836 -0.5567 -0.317
O 0.7651 1.4863 0.0028 -0.028
H 0.8569 2.4441 -0.0563 0.112
H -0.4535 1.2408 -1.6463 0.150
C -1.6392 1.8958 0.0408 -0.082
N -2.8831 1.5854 -0.5988 -0.060
C -3.2412 2.0191 -1.8493 -0.068
C -4.4258 1.4682 -2.2240 -0.019
C -4.8436 0.6252 -1.1570 -0.176
C -5.9551 -0.1914 -0.9511 -0.034
C -6.0490 -0.8917 0.2296 -0.102
C -5.0587 -0.7932 1.2107 -0.096
C -3.9501 0.0064 1.0358 -0.026
C -3.8455 0.7168 -0.1549 -0.192
H -3.1922 0.0719 1.8027 0.103
H -5.1665 -1.3571 2.1255 0.099
H -6.9011 -1.5305 0.4093 0.097
H -6.7221 -0.2669 -1.7073 0.110
H -4.9479 1.6370 -3.1444 0.102
H -2.6152 2.7117 -2.3798 0.123
H -1.7168 1.6844 1.1101 0.133
H -1.4296 2.9661 -0.0836 0.135
H -0.5499 -0.5753 0.8041 0.141
H -1.6527 -0.7135 -0.5831 0.124
C 1.5556 -1.5218 -0.3374 -0.123
H 1.5800 -0.9676 0.6026 0.109
C 2.7574 -1.0657 -1.1958 -0.319
O 2.4564 0.1445 -1.8427 -0.045
H 1.9924 0.7011 -1.1903 0.063
C 4.0369 -0.9249 -0.3342 -0.074
N 3.9057 0.1070 0.6544 -0.047
C 4.0256 1.4444 0.3907 -0.075
C 3.7291 2.1777 1.4979 -0.028
C 3.3959 1.2542 2.5255 -0.177
C 3.0149 1.3891 3.8603 -0.035
C 2.7639 0.2524 4.5936 -0.105
C 2.8892 -1.0185 4.0250 -0.097
C 3.2636 -1.1831 2.7093 -0.028
C 3.5133 -0.0397 1.9571 -0.192
H 3.3570 -2.1713 2.2825 0.104
H 2.6882 -1.8887 4.6326 0.098
H 2.4672 0.3346 5.6291 0.096
H 2.9231 2.3697 4.3040 0.108
H 3.7528 3.2461 1.5845 0.101
H 4.3273 1.7726 -0.5859 0.127
H 4.8693 -0.6710 -0.9973 0.135
H 4.2529 -1.8758 0.1564 0.128
H 2.9600 -1.7900 -1.9931 0.149
H 1.6499 -2.5945 -0.1136 0.134
H -1.0882 -2.6678 -1.6110 0.124
H 0.5826 -2.8864 -2.1830 0.126
H -1.2949 -0.6500 -3.0845 0.106
H -0.9410 -2.1253 -4.0107 0.118
```


This record from the OMol25 dataset describes a single C17H20N2O molecule. The level of theory is the ωB97M-V functional and the def2-TZVPD basis.

As for the LUMO energy: 0.28 eV. For the HOMO energy, the calculation gives -7.58 eV. The gap between HOMO and LUMO comes out at 0.289 Ha. As for the SMILES: c1ccc2c(N3CCC4(CCCO4)CC3)cncc2c1. For the energy above the lowest of the compared OMol25 structures with the same formula, charge and spin, the calculation gives 83.9 kcal per mole. The value obtained for the calculated total energy is -844.46866 a.u.

```
40
Properties=species:S:1:pos:R:3:lowdin_charge:R:1
N 3.4447 0.7075 -0.7881 0.054
O -2.6671 -0.1862 2.0520 -0.062
C 2.1674 1.0333 -0.4210 -0.052
C 2.0060 -1.2142 -4.9034 -0.081
C 0.6502 -0.9042 -4.5933 -0.056
C 3.7203 0.2128 -1.9943 -0.074
C 2.9784 -0.8702 -3.9905 -0.086
C 0.2410 -0.2968 -3.3314 0.017
C 1.0727 0.6696 -1.2274 -0.170
C 2.6755 -0.1516 -2.9110 -0.166
C 1.3143 0.0694 -2.4524 -0.112
N -0.2524 0.5898 -0.6533 -0.122
C -3.2575 0.2098 3.3012 -0.165
C -0.7088 -0.7563 -0.3387 -0.138
C -0.8204 1.6857 0.1350 -0.100
C -2.1226 0.1619 4.3116 -0.155
C -0.6616 -1.1386 1.2000 -0.038
C -0.8256 1.3299 1.6867 -0.071
C -0.9402 -0.3632 3.5264 -0.137
C -1.2792 -0.0346 2.0849 -0.520
H 1.9669 1.3874 0.5815 0.103
H 2.3239 -1.7411 -5.8477 0.120
H -0.1617 -1.3637 -5.2643 0.117
H 4.7470 0.0306 -2.2059 0.101
H 3.9987 -1.0550 -4.2204 0.109
H -0.7995 -0.1929 -3.0641 0.100
H -3.6753 1.1874 3.2744 0.099
H -4.1220 -0.3716 3.5715 0.114
H -0.0615 -1.4450 -0.7522 0.091
H -1.6135 -0.9284 -0.8463 0.102
H -1.9176 1.7458 -0.1850 0.137
H -0.3112 2.5979 -0.1354 0.114
H -2.3019 -0.6141 5.0731 0.113
H -1.8348 1.1488 4.7496 0.125
H -1.0491 -2.0875 1.3375 0.096
H 0.4205 -1.2425 1.3561 0.130
H 0.0542 1.5515 2.1260 0.071
H -1.5871 1.9982 2.1205 0.132
H 0.0063 0.0898 3.8786 0.128
H -0.8174 -1.4495 3.7596 0.132
```


This record from the OMol25 dataset describes C4H13N3 as an isolated structure. The level of theory is the ωB97M-V functional and the def2-TZVPD basis.

As for the LUMO energy: 0.14 eV. For the HOMO energy, the calculation gives -8.37 eV. The gap between HOMO and LUMO comes out at 0.313 Ha. For the energy above the lowest of the compared OMol25 structures with the same formula, charge and spin, the calculation gives 86.3 kcal per mole. The value obtained for the calculated total energy is -324.33740 a.u.

```
20
Properties=species:S:1:pos:R:3:lowdin_charge:R:1
C -0.8757 -1.8151 -0.8878 -0.099
C 1.3082 0.2990 -1.2446 -0.051
N -0.0727 -1.2495 0.1753 -0.114
C 1.0911 -0.4432 0.0641 -0.513
N 2.1962 -1.0364 0.5193 0.115
H -0.1864 -1.6874 1.0813 0.119
H 1.9709 -1.5805 1.3548 0.042
H -1.8677 -2.0516 -0.4917 0.080
H -0.4495 -2.7330 -1.2996 0.078
H -1.0383 -1.0885 -1.6856 0.074
H 0.3768 0.7062 -1.6377 0.065
H 1.9989 1.1264 -1.0666 0.081
H 1.7428 -0.3595 -2.0002 0.088
C -1.0889 2.2305 0.8937 -0.236
N -0.7228 1.0595 1.6617 -0.086
H -1.3097 0.2798 1.3563 0.024
H 0.4364 0.6718 1.1636 0.149
H -1.4220 3.0458 1.5496 0.061
H -1.8749 2.0430 0.1524 0.066
H -0.2129 2.5828 0.3417 0.058
```


This record from the OMol25 dataset describes C31H33N4PtSSb2 as an isolated structure. The level of theory is the ωB97M-V functional and the def2-TZVPD basis.

As for the net charge: +1. As for the LUMO energy: -2.75 eV. For the HOMO energy, the calculation gives -10.53 eV. The gap between HOMO and LUMO comes out at 0.286 Ha. For the energy above the lowest of the compared OMol25 structures with the same formula, charge and spin, the calculation gives 0.0 kcal per mole. The value obtained for the calculated total energy is -2417.92125 a.u.

```
72
Properties=species:S:1:pos:R:3:lowdin_charge:R:1
Pt 1.5131 0.8616 1.0499 0.775
C -2.2695 -3.3122 2.9589 -0.341
Sb -1.1156 -1.5652 2.4649 1.344
C 0.5607 -2.7093 1.7533 -0.328
C -2.0436 -1.2713 0.5020 -0.342
C -3.3297 -0.5286 0.6619 -0.307
C -4.4553 -1.2106 1.1278 -0.056
C -5.6376 -0.5520 1.4159 -0.069
C -5.7164 0.8219 1.2412 -0.075
C -4.6169 1.5066 0.7542 -0.055
C -3.4232 0.8535 0.4447 -0.289
C -2.3036 1.6711 -0.1403 -0.287
Sb -0.6933 2.1113 1.2160 1.319
C -0.2825 4.1136 0.6330 -0.289
C -1.8046 2.3945 2.9943 -0.278
H -3.2450 -3.0277 3.3478 -0.005
H -1.7348 -3.8622 3.7331 0.002
H -2.3938 -3.9571 2.0890 0.011
H 0.2641 -3.3733 0.9400 0.009
H 0.9255 -3.3213 2.5782 0.006
H 1.3736 -2.0541 1.4397 -0.041
H -2.2023 -2.2675 0.0835 0.068
H -1.3439 -0.7293 -0.1300 0.008
H -4.3913 -2.2825 1.2741 0.106
H -6.4920 -1.1082 1.7779 0.109
H -6.6326 1.3527 1.4615 0.107
H -4.6914 2.5742 0.5781 0.113
H -2.6893 2.6535 -0.4169 0.065
H -1.8643 1.2335 -1.0385 0.055
H -1.1525 4.7405 0.8241 0.018
H -0.0534 4.1361 -0.4316 0.000
H 0.5705 4.4900 1.1935 0.013
H -2.6344 3.0598 2.7613 0.024
H -1.1765 2.8400 3.7615 0.015
H -2.1970 1.4388 3.3378 -0.004
S 3.3500 0.1264 5.0298 1.058
C 1.7342 0.5814 5.3440 -0.394
C 1.0329 0.8491 4.2044 -0.259
C 1.8198 0.7252 3.0275 -0.411
C 3.1006 0.3307 3.3405 -0.544
C 4.0229 -0.0193 2.2862 -0.278
C 5.3500 -0.4077 2.4451 0.000
C 6.0965 -0.7410 1.3336 -0.032
C 5.5128 -0.6825 0.0730 -0.043
C 4.1966 -0.2837 -0.0207 -0.110
N 3.4696 0.0359 1.0525 -0.047
H 1.3780 0.6150 6.3613 0.074
H -0.0164 1.1012 4.2211 0.042
H 5.7771 -0.4404 3.4380 0.114
H 7.1289 -1.0446 1.4436 0.120
H 6.0634 -0.9408 -0.8194 0.112
H 3.6933 -0.2186 -0.9756 0.099
N -0.7180 -3.0144 -8.7272 0.182
C -0.4086 -2.4174 -7.7967 -0.169
C -0.0253 -1.6706 -6.6293 -0.214
C -0.7911 -1.7619 -5.4695 0.000
C -0.4305 -1.0387 -4.3474 0.005
C 0.7060 -0.2433 -4.3865 -0.184
C 1.4769 -0.1479 -5.5350 0.006
C 1.1054 -0.8584 -6.6618 0.000
N 1.0841 0.4881 -3.2213 -0.007
C 1.5674 1.7762 -3.1682 -0.015
C 1.7726 2.0490 -1.8528 -0.116
N 1.4155 0.9485 -1.1040 -0.143
C 1.0158 0.0281 -1.9551 -0.140
H -1.6739 -2.3855 -5.4573 0.130
H -1.0426 -1.0734 -3.4548 0.119
H 2.3711 0.4610 -5.5426 0.123
H 1.6955 -0.7964 -7.5653 0.131
H 1.6908 2.3762 -4.0519 0.133
H 2.1461 2.9478 -1.3938 0.113
H 0.7115 -0.9742 -1.7067 0.146
```